Here is a cluster of 2 separate species, C4H12NO in total from OMol25. Energies are from wB97M-V/def2-TZVPD.

**LUMO**: -3.88 eV
**Energy above the lowest of the compared OMol25 structures with the same formula, charge and spin**: 268.5 kJ/mol
**Gap between HOMO and LUMO**: 9.766 eV
**Net charge**: +1

Positions of all 18 atoms, in Å:
O1 2.73252 0.28058 -0.10600
N1 0.09076 0.32086 1.22995
C1 -0.76642 -0.61294 0.29625
C2 -0.98977 -1.76806 0.95504
C3 -1.28999 -0.01502 -0.94117
C4 -0.69299 1.36598 -1.38249
H1 -0.24954 -2.40123 1.41845
H2 -1.30386 1.91562 -2.14380
H3 -0.46325 1.16609 1.34528
H4 2.98297 -0.55488 -0.63257
H5 0.91521 0.54546 0.68851
H6 0.32297 1.20703 -1.77399
H7 -2.46933 0.21103 -0.71000
H8 -1.25947 -0.80598 -1.75333
H9 0.34999 -0.23966 2.00622
H10 -0.52056 2.00111 -0.49343
H11 3.58162 0.73256 -0.12598
H12 -1.94728 -2.08749 0.84719

=====

Here is a structure of composition C36H54As2N3O9RuS4Si3 from OMol25. Energies are from wB97M-V/def2-TZVPD.

**LUMO (spin up / spin down)**: -1.27 / -1.27 eV
**Multiplicity**: 2
**Gap between HOMO and LUMO (spin up / spin down)**: 5.760 / 5.634 eV

Positions of all 112 atoms, in Å:
Ru1 1.72724 -0.92207 -1.58295
As1 -2.36157 1.59029 -0.59811
As2 -6.03228 -0.02870 -0.92843
S1 -0.96972 -3.02963 -0.88980
S2 -0.53922 -1.39549 -1.99297
S3 1.82032 -3.07469 -2.47122
S4 0.75746 -4.26092 -1.24366
Si1 3.20564 1.42410 0.55038
Si2 2.61440 1.68026 -2.52270
Si3 4.73361 -0.27396 -1.57331
O1 -5.88061 0.36048 -4.43072
O2 -6.08834 2.97174 -1.14286
O3 -1.40310 1.61844 -3.24523
O4 -2.38941 -0.79628 1.32810
O5 -3.01771 0.79466 -4.54887
O6 4.78553 -1.69880 -0.69985
O7 -4.47935 -0.64510 2.12491
O8 -4.87094 -1.48579 -3.76755
O9 -5.20568 3.49355 0.85661
N1 -0.03390 -2.43609 5.16736
N2 1.87777 -3.57983 5.03771
N3 1.58563 -1.54305 0.38304
C1 0.41888 -1.36604 2.45342
C2 1.78433 0.44385 -3.71008
C3 1.79465 -4.48219 7.38628
C4 0.62070 -1.00457 1.13842
C5 1.29819 2.93435 -2.07374
C6 -3.46519 -0.24986 1.33909
C7 3.94114 2.66888 -3.41253
C8 3.97888 0.34548 1.88732
C9 -0.65322 -3.03786 7.55265
C10 -5.67458 4.83581 0.67087
C11 -0.17396 -3.77234 8.61877
C12 1.32528 -3.74838 6.29702
C13 -5.49108 2.65145 -0.14369
C14 1.48160 1.97316 1.10638
C15 -4.22131 -1.83411 2.87762
C16 -4.60759 0.35534 -2.33225
C17 -6.06132 1.76959 -4.22638
C18 5.73490 -2.71216 -0.96416
C19 -5.05875 1.26528 0.20604
C20 1.04385 -2.80393 4.40461
C21 1.21493 -2.35209 3.01663
C22 -2.51088 1.14644 -3.37179
C23 0.12087 -3.04181 6.39645
C24 -2.10390 0.82047 -5.65540
C25 -2.59435 3.51224 -0.91157
C26 4.86951 -0.79794 -3.37163
C27 -3.80575 1.01033 0.63127
C28 2.19517 -2.93124 2.22236
C29 -5.26716 -1.78489 -0.53137
C30 -3.42461 0.96214 -2.20605
C31 6.28135 0.67975 -1.14327
C32 3.15761 0.59622 -1.12043
C33 2.34980 -2.50276 0.92154
C34 1.03485 -4.48499 8.53722
C35 4.20765 3.01490 0.46393
C36 -5.08430 -0.31561 -3.59971
H1 -3.38696 -1.67489 3.56044
H2 3.10299 -2.91667 0.27200
H3 5.88095 -1.17024 -3.55625
H4 -5.47982 -2.36605 -1.42958
H5 1.06253 3.53392 -2.95678
H6 2.72560 -5.02811 7.31707
H7 -5.39096 5.36974 1.57196
H8 -1.58265 -2.48800 7.61970
H9 -1.81238 1.84582 -5.87824
H10 4.37129 -0.58813 1.48641
H11 -1.21894 0.23135 -5.42211
H12 -5.20930 5.28686 -0.20442
H13 1.62045 3.61080 -1.28202
H14 1.37162 -5.04608 9.39851
H15 4.86884 2.13077 -3.59682
H16 -3.97832 -2.66359 2.21431
H17 -6.75551 4.84097 0.54112
H18 5.24099 2.84981 0.15900
H19 3.55303 3.01184 -4.37575
H20 -0.74097 -3.79957 9.53974
H21 6.75661 -2.31969 -0.96825
H22 4.69143 0.00778 -4.08184
H23 1.20562 1.50619 2.05313
H24 -1.92167 3.72557 -1.74274
H25 2.29979 0.44049 -4.67531
H26 7.16374 0.12034 -1.46291
H27 0.73487 0.67148 -3.88148
H28 -5.78192 -2.22943 0.31802
H29 -2.24654 4.05526 -0.03397
H30 -5.11689 2.29573 -4.36039
H31 1.85406 -0.66313 -3.51344
H32 -0.81936 -1.89334 4.85957
H33 4.17580 -1.61066 -3.60157
H34 -3.60031 3.82002 -1.17502
H35 0.37917 2.43734 -1.75601
H36 4.22066 3.48655 1.45047
H37 6.30791 1.65139 -1.64021
H38 -0.37258 -0.86911 2.99604
H39 5.53669 -3.19755 -1.92335
H40 3.24527 0.09655 2.65798
H41 -5.13246 -2.03493 3.43241
H42 1.46896 3.05530 1.25714
H43 3.76227 3.72827 -0.23293
H44 -0.01847 -0.27146 0.66935
H45 -4.19088 -1.78451 -0.38657
H46 -6.76696 2.08066 -4.99059
H47 0.70438 1.73839 0.37878
H48 5.66403 -3.46452 -0.17714
H49 -6.46025 1.97800 -3.23490
H50 4.18347 3.55652 -2.82304
H51 -2.64783 0.38323 -6.48636
H52 4.80302 0.87034 2.37605
H53 6.35728 0.84600 -0.06743
H54 2.82665 -3.70962 2.62449

=====

Here is the molecule C7H11ClN2 from OMol25. Energies are from wB97M-V/def2-TZVPD.

**LUMO**: 0.78 eV
**Energy above the lowest of the compared OMol25 structures with the same formula, charge and spin**: 343.5 kJ/mol
**Gap between HOMO and LUMO**: 8.243 eV

Positions of all 21 atoms, in Å:
Cl1 -0.54433 2.34585 -0.12249
N1 -0.11924 -1.16908 -0.55460
N2 1.32554 0.55954 0.39701
C1 -3.47309 -0.23230 0.03899
C2 -2.37276 -0.87399 0.46390
C3 0.11703 1.08617 0.82561
C4 1.99693 0.20451 1.61337
C5 1.11467 -0.06005 -2.14717
C6 1.18052 -0.50026 -0.65007
C7 -0.99351 -0.71533 0.10270
H1 1.18488 -0.88328 -2.86435
H2 0.20833 0.42634 -2.49357
H3 1.86866 -0.81977 2.09261
H4 3.03859 0.19025 1.34764
H5 1.96394 -1.14246 -0.61945
H6 -2.34632 -1.65542 1.21260
H7 -3.36955 0.45399 -0.79105
H8 -4.39785 -0.36823 0.39358
H9 -0.13027 1.43796 1.76832
H10 1.86756 0.94761 2.30921
H11 1.88028 0.76795 -2.32279